1.
{"formula": "C6H6N4O", "method": "the ωB97M-V functional and the def2-TZVPD basis", "symbols": ["C", "C", "C", "C", "C", "C", "N", "N", "N", "N", "O", "H", "H", "H", "H", "H", "H"], "xyz": [[0.0276, 0.0303, 0.8608], [2.4305, 2.1864, -0.6625], [2.0973, 1.7996, -2.0190], [0.9445, 0.6828, 0.0798], [-0.4856, -0.5752, -1.3126], [-1.9378, -1.3640, 0.6101], [1.8139, 1.6406, 0.3053], [1.1799, 0.9397, -2.2873], [-0.7783, -0.6852, 0.0560], [0.5964, 0.3272, -1.2575], [-1.0549, -0.9472, -2.3096], [-0.1141, 0.2414, 1.9461], [3.0038, 3.0665, -0.4361], [2.6779, 2.1974, -2.9365], [-2.7627, -0.7710, 0.8529], [-2.4588, -2.2164, 0.0269], [-1.7789, -2.0147, 1.5596]], "atomic_forces_ev_per_a": [[-0.1, 0.3, 2.3], [1.4, 1.7, -6.7], [3.4, 2.7, 1.3], [0.9, 1.6, -3.1], [0.4, 1.7, -0.7], [-0.7, -4.4, 0.6], [-3.1, -3.2, 5.5], [-1.5, -2.0, -2.5], [-2.5, -2.4, 0.7], [1.0, 0.5, 2.2], [0.2, -0.4, 1.3], [-0.1, -0.6, -1.2], [0.5, 0.1, -0.3], [-1.2, -0.5, 1.7], [-0.9, 1.7, 0.3], [1.5, 1.6, -0.2], [0.7, 1.5, -1.3]], "nbo_charge": [0.0063, -0.0542, -0.0173, 0.3479, 0.7656, -0.4407, -0.5079, -0.2861, -0.3997, -0.2344, -0.5053, 0.2430, 0.1943, 0.2105, 0.2101, 0.2486, 0.2194], "gap_ev": [6.4, 7.1], "e_tot_ha": -526.3672, "e_homo_ev": [-5.87, -9.25], "multiplicity": 3, "relative_energy_kj_mol": 0.0, "largest_force_ev_per_a": 7.09}

2.
{"formula": "C6H6N4O2", "method": "the ωB97M-V functional and the def2-TZVPD basis", "symbols": ["C", "C", "C", "C", "C", "C", "N", "N", "N", "N", "O", "O", "H", "H", "H", "H", "H", "H"], "xyz": [[-2.2708, -0.5384, -1.7457], [-1.1348, -0.0985, -1.0656], [1.2620, 1.3069, -0.7857], [1.2585, 0.5435, 0.4096], [2.4369, 0.6879, 1.3298], [-1.6736, -1.4687, 0.8944], [-3.1994, -0.9293, -2.2949], [0.3178, -0.2765, 0.8034], [-0.7790, -0.5848, 0.1792], [-0.2191, 0.7991, -1.5634], [1.8627, 2.1033, -1.4028], [-0.3594, 1.3443, -2.6681], [2.5087, 1.7130, 1.6880], [2.3222, 0.0157, 2.1747], [3.3568, 0.4534, 0.7983], [-2.4846, -0.8995, 1.3570], [-2.1052, -2.2070, 0.2176], [-1.0994, -1.9644, 1.6741]], "atomic_forces_ev_per_a": [[1.6, 0.6, 0.9], [-0.9, -1.3, 1.3], [-3.3, -1.0, -2.0], [1.1, -0.1, 1.3], [-0.1, 0.0, -0.1], [-0.4, -0.4, 0.4], [-1.4, -0.5, -0.7], [0.4, 0.1, 0.3], [-0.5, 0.5, -1.4], [4.1, 1.9, 1.4], [0.1, -0.4, 0.8], [-1.1, 0.5, -2.0], [0.1, 0.1, 0.1], [0.0, 0.0, 0.0], [0.1, 0.0, 0.0], [0.1, 0.0, -0.1], [0.1, 0.1, 0.0], [0.0, 0.1, -0.1]], "nbo_charge": [0.1580, 0.1999, 0.6793, 0.0038, -0.6306, -0.4151, -0.2627, -0.1654, -0.1096, -0.1374, -0.4320, -0.2709, 0.2272, 0.2367, 0.2273, 0.2207, 0.2319, 0.2388], "gap_ev": [6.0, 7.6], "e_tot_ha": -601.5282, "e_homo_ev": [-6.65, -9.94], "multiplicity": 3, "relative_energy_kj_mol": 0.0, "largest_force_ev_per_a": 4.71}

3.
{"formula": "C6H6NO3", "method": "the ωB97M-V functional and the def2-TZVPD basis", "symbols": ["C", "C", "C", "C", "C", "C", "N", "O", "O", "O", "H", "H", "H", "H", "H", "H"], "xyz": [[3.0235, -1.2475, 0.3332], [1.6690, 0.6208, 0.0277], [0.6970, -1.4795, -0.1774], [-0.3711, -2.3826, -0.3621], [1.4338, 1.9747, -0.1623], [-0.0443, 2.4084, -0.2613], [1.9892, -1.9465, -0.2302], [2.2700, 2.9372, -0.2962], [2.8499, 0.0501, 0.3985], [0.4719, -0.1891, 0.2042], [-1.4289, -1.9625, -0.5705], [-0.0996, -3.3745, -0.8332], [-0.2834, 2.7734, -1.1946], [-0.0667, 3.1203, 0.5125], [-0.8520, 1.6171, -0.1247], [2.0503, -3.0043, -0.4548]], "atomic_forces_ev_per_a": [[1.7, -0.8, -0.2], [-2.0, 1.8, -0.9], [-4.1, -1.2, -0.2], [0.5, 1.7, -1.3], [0.6, 0.2, -0.7], [-0.3, -3.1, 1.3], [0.0, -0.9, -0.4], [-0.5, -1.3, 0.4], [0.0, -1.0, 0.6], [1.9, -2.1, -0.1], [2.0, -0.8, 0.6], [-0.5, 1.2, 0.8], [0.0, 1.4, -2.1], [-0.7, 1.3, 0.8], [1.2, 0.8, 0.4], [0.3, 2.8, 0.9]], "nbo_charge": [0.2558, 0.1828, 0.5172, -0.6684, 0.3627, -0.6747, -0.6874, -0.7697, -0.4370, -0.4906, 0.2112, 0.1796, 0.1983, 0.2086, 0.1954, 0.4161], "gap_ev": 6.4, "e_tot_ha": -512.6009, "e_homo_ev": -2.75, "total_charge": -1, "relative_energy_kj_mol": 467.8, "largest_force_ev_per_a": 4.31}

4.
{"formula": "C6H6O", "method": "the ωB97M-V functional and the def2-TZVPD basis", "symbols": ["C", "C", "C", "C", "C", "C", "O", "H", "H", "H", "H", "H", "H"], "xyz": [[-0.5614, -1.3054, 0.1186], [0.4110, -0.4535, -0.0116], [-1.9882, -1.1298, -0.2038], [-2.2551, 0.3848, -0.4060], [1.6052, -0.0959, 0.1589], [2.7808, 0.7344, 0.3395], [-2.6895, 1.1217, 0.4094], [-1.9872, -1.6645, -1.1758], [-2.7081, -1.4300, 0.6142], [-2.0189, 0.9395, -1.3260], [3.6218, 0.3233, -0.1696], [3.1359, 0.8037, 1.3750], [2.6536, 1.7718, 0.2772]], "atomic_forces_ev_per_a": [[-1.5, -0.9, 0.3], [2.7, 0.1, 0.3], [-0.3, 1.7, 0.3], [0.3, -0.5, -1.5], [-0.5, 0.8, 0.3], [-0.1, -0.7, 1.4], [-1.0, 0.5, 2.4], [-0.9, 0.0, 0.5], [0.8, -0.4, -1.2], [0.6, -1.0, -0.9], [0.6, 0.0, -0.7], [-0.3, -1.2, 0.4], [-0.4, 1.7, -1.5]], "nbo_charge": [0.1040, -0.2416, -0.6169, 0.4251, 0.1791, -0.7220, -0.5255, 0.2697, 0.2639, 0.1146, 0.2541, 0.2624, 0.2332], "gap_ev": [6.9, 6.9], "e_tot_ha": -307.2445, "e_homo_ev": [-7.70, -7.68], "relative_energy_kj_mol": 574.7, "largest_force_ev_per_a": 2.71}

5.
{"formula": "C6H6O", "method": "the ωB97M-V functional and the def2-TZVPD basis", "symbols": ["C", "C", "C", "C", "C", "C", "H", "H", "H", "H", "H", "H", "O"], "xyz": [[0.6960, -0.4167, -0.2929], [0.6304, 0.8438, -0.7009], [-0.5071, 1.5566, -0.3986], [-1.4631, 1.0206, 0.4525], [-1.3312, -0.3694, 0.9129], [-0.2504, -1.0627, 0.5047], [2.3005, -1.8458, 0.4093], [1.2920, 1.1832, -1.3063], [-0.8936, 2.8403, -0.7041], [-2.3546, 1.5302, 0.8361], [-1.9510, -1.0856, 1.7126], [-0.0347, -2.3682, 0.9870], [1.8743, -1.2109, -0.6002]], "atomic_forces_ev_per_a": [[2.8, -5.0, 1.5], [-3.9, -0.3, 1.7], [-3.6, 4.3, 0.8], [-0.8, -2.3, 1.2], [-1.6, -0.4, 1.8], [1.3, -3.7, 1.1], [-2.5, 3.2, -4.7], [4.5, 2.3, -3.7], [2.0, -4.3, 0.6], [0.6, 0.2, -0.5], [0.8, 2.9, -2.2], [-0.6, 4.5, -1.9], [0.9, -1.5, 4.1]], "nbo_charge": [0.2828, -0.3025, -0.1494, -0.2629, -0.2263, -0.2182, 0.4743, 0.2234, 0.2227, 0.2231, 0.2357, 0.2023, -0.7050], "gap_ev": 9.3, "e_tot_ha": -307.2926, "e_homo_ev": -8.96, "relative_energy_kj_mol": 448.6, "largest_force_ev_per_a": 6.26}

6.
{"formula": "C6H6O", "method": "the ωB97M-V functional and the def2-TZVPD basis", "symbols": ["C", "C", "C", "C", "C", "O", "C", "H", "H", "H", "H", "H", "H"], "xyz": [[-1.3300, 0.4029, -2.2485], [-0.6240, 0.1637, -1.3020], [0.2303, -0.1104, -0.1791], [0.1772, -1.6025, 0.9438], [-0.3246, -0.2809, 1.2622], [0.6054, 0.6530, 1.8048], [1.1614, 0.8990, 0.5110], [-1.9493, 0.5939, -3.0982], [0.8709, -1.1052, -0.2629], [-0.6611, -2.1251, 0.4485], [-1.3702, -0.0677, 1.4865], [0.9882, 1.9277, 0.1785], [2.2258, 0.6517, 0.4554]], "atomic_forces_ev_per_a": [[0.3, -0.2, 0.3], [-0.2, 0.1, -0.3], [-0.1, 0.1, -0.1], [-0.2, 0.1, 0.0], [-0.3, -0.2, 0.0], [0.0, 0.0, 0.1], [0.3, 0.1, -0.2], [0.1, 0.0, 0.2], [-0.1, 0.0, -0.2], [0.1, 0.1, 0.1], [0.2, -0.1, -0.1], [0.0, -0.2, 0.0], [-0.1, 0.0, 0.1]], "nbo_charge": [-0.1917, -0.0366, -0.3137, -0.3060, 0.0492, -0.5127, -0.0350, 0.2424, 0.3286, 0.1693, 0.2181, 0.1960, 0.1921], "gap_ev": 9.7, "e_tot_ha": -307.2138, "e_homo_ev": -8.76, "relative_energy_kj_mol": 655.5, "largest_force_ev_per_a": 0.48}